Computed, not measured: a molecular structure, C29H54BBrClF3N4O4PS at a distorted geometry, with wB97M-V/def2-TZVPD.

As for the multiplicity: 3. Its charge is +1. The value obtained for the LUMO energy (spin up / spin down) is -4.508 / -4.514 eV.

```
99
C29H54BBrClF3N4O4PS, DFT wB97M-V/def2-TZVPD
N 3.14 -4.39 0.11
B 3.11 -3.43 -1.10
O 3.29 -4.06 -2.43
C 2.93 -1.83 -0.80
C 4.24 -1.47 0.17
C 5.66 -2.09 -0.37
C 6.84 -1.02 0.14
S 8.49 -1.90 0.03
C 1.70 -1.41 0.25
C 0.16 -1.82 -0.12
C -0.33 -3.27 0.47
C -1.21 -4.13 -0.67
F -2.06 -3.48 -1.70
C -1.17 -5.64 -0.63
F -0.23 -6.38 -1.54
F -2.07 -6.40 0.31
N 1.63 0.13 0.09
C 2.16 0.55 -1.11
C 2.77 -0.73 -1.99
Br 4.39 0.13 -2.82
P 1.65 -1.01 -3.50
O 0.89 -2.57 -3.56
Cl 0.04 0.41 -3.23
H 4.17 -4.46 0.34
H 2.72 -3.93 0.95
H 3.14 -5.06 -2.31
H 4.01 -1.99 1.21
H 4.33 -0.32 0.41
H 5.78 -2.12 -1.54
H 5.94 -3.12 0.16
H 6.59 -0.55 1.19
H 6.87 -0.14 -0.66
H 8.48 -2.49 -1.27
H 1.85 -1.68 1.39
H -0.54 -0.99 0.39
H -0.06 -1.75 -1.27
H 0.53 -3.91 0.94
H -1.10 -3.05 1.33
H 1.20 0.63 0.89
H 2.19 1.67 -1.46
H 0.03 -2.42 -4.10
C -3.29 0.57 -5.25
C -4.36 0.60 -4.13
C -5.70 0.05 -4.68
C -6.37 1.01 -5.66
C -6.56 2.39 -5.03
C -5.27 2.98 -4.40
N -4.50 1.99 -3.57
O -5.14 1.89 -2.33
C -4.35 3.56 -5.50
C -5.70 4.26 -3.59
C -3.80 -0.41 -3.08
H -2.99 -0.46 -5.48
H -3.64 0.98 -6.20
H -2.39 1.11 -4.96
H -6.39 -0.15 -3.85
H -5.54 -0.91 -5.18
H -5.79 1.09 -6.58
H -7.35 0.61 -5.94
H -6.95 3.07 -5.80
H -7.34 2.31 -4.27
H -3.39 3.89 -5.08
H -4.80 4.44 -5.97
H -4.15 2.87 -6.31
H -6.47 4.04 -2.84
H -6.14 5.01 -4.25
H -4.85 4.71 -3.08
H -2.85 -0.06 -2.66
H -3.62 -1.39 -3.53
H -4.49 -0.59 -2.24
C 2.73 -0.21 5.96
C 2.42 0.82 4.84
C 3.08 2.18 5.20
C 2.39 2.89 6.35
C 0.90 3.06 6.08
C 0.18 1.75 5.65
N 0.94 0.94 4.63
O 0.74 1.54 3.38
C -0.11 0.86 6.89
C -1.26 2.16 5.16
C 3.15 0.22 3.59
H 3.79 -0.51 5.94
H 2.57 0.17 6.97
H 2.14 -1.12 5.83
H 3.08 2.84 4.32
H 4.14 2.03 5.45
H 2.54 2.34 7.29
H 2.85 3.87 6.50
H 0.42 3.48 6.97
H 0.79 3.81 5.29
H -0.53 -0.11 6.59
H -0.85 1.34 7.55
H 0.76 0.69 7.52
H -1.23 2.90 4.35
H -1.83 2.62 5.97
H -1.82 1.28 4.81
H 2.72 -0.75 3.31
H 4.22 0.05 3.80
H 3.12 0.88 2.72
```


Computed, not measured: a molecular structure, C29H54InP2Si at a distorted geometry, with wB97M-V/def2-TZVPD.

Its charge is +1. The value obtained for the LUMO energy (spin up / spin down) is -3.561 / -3.830 eV.

```
87
C29H54InP2Si, DFT wB97M-V/def2-TZVPD
In -1.31 -0.76 -0.69
C 2.28 -0.11 -2.49
C 1.11 0.05 -3.28
C 1.35 1.92 -1.96
C 2.46 1.07 -1.74
C 0.51 1.29 -2.93
C 3.17 -1.29 -2.46
H 2.69 -2.18 -2.88
H 3.46 -1.54 -1.42
H 4.10 -1.11 -3.02
C 3.55 1.28 -0.77
H 4.34 0.53 -0.91
H 3.14 1.17 0.25
H 4.00 2.27 -0.88
C 1.04 3.17 -1.25
H 1.93 3.81 -1.17
H 0.68 2.96 -0.23
H 0.27 3.75 -1.76
C -0.76 1.82 -3.47
H -0.67 2.04 -4.54
H -1.06 2.74 -2.95
H -1.58 1.09 -3.35
C 0.63 -0.95 -4.25
H 1.46 -1.28 -4.89
H -0.13 -0.52 -4.91
H 0.24 -1.85 -3.74
C -1.63 -2.90 0.17
C -0.79 -3.03 -0.96
C -1.26 -3.65 -2.25
C -2.14 -2.74 -3.16
C -2.55 -1.40 -2.60
C -3.44 -1.32 -1.49
C -3.99 -2.58 -0.85
C -3.09 -3.31 0.15
H -1.79 -4.60 -2.10
H -3.03 -3.31 -3.47
H -0.36 -3.94 -2.82
H -3.19 -4.41 -0.01
H -1.20 -2.93 1.19
H 0.29 -3.10 -0.83
H -3.48 -3.18 1.17
H -4.92 -2.29 -0.32
H -4.04 -0.42 -1.34
H -4.33 -3.30 -1.61
H -1.60 -2.58 -4.11
H -2.53 -0.57 -3.34
P 1.53 -1.50 2.19
C 3.29 -1.16 2.37
H 3.71 -1.53 3.31
H 3.44 -0.07 2.31
H 3.83 -1.62 1.54
C 0.61 -1.68 3.73
H 1.21 -2.16 4.50
H -0.29 -2.28 3.53
H 0.30 -0.68 4.06
C 1.54 -3.15 1.46
H 0.56 -3.51 1.17
H 1.95 -3.86 2.20
H 2.19 -3.17 0.57
P -2.70 1.06 0.90
C -3.54 2.22 -0.25
H -4.59 2.34 0.05
H -3.49 1.83 -1.28
H -3.01 3.18 -0.24
C -4.05 0.17 1.73
H -4.43 -0.66 1.12
H -4.87 0.86 1.96
H -3.65 -0.25 2.66
C -2.16 2.19 2.22
H -2.87 3.02 2.30
H -1.15 2.56 2.00
H -2.11 1.63 3.16
C 3.28 3.46 1.56
Si 1.89 2.63 2.54
C 2.63 1.92 4.11
C 0.69 3.99 3.00
C 1.08 1.24 1.57
C 0.89 0.00 1.41
H 3.68 4.29 2.17
H 2.95 3.89 0.61
H 4.12 2.79 1.34
H 3.07 2.71 4.73
H 1.86 1.43 4.72
H 3.42 1.18 3.93
H 0.35 4.57 2.13
H -0.20 3.63 3.53
H 1.22 4.69 3.67
```


Computed, not measured: a molecular structure, C29H54N3O9P2V at a distorted geometry, with wB97M-V/def2-TZVPD.

As for the multiplicity: 3. The value obtained for the energy above the lowest of the compared OMol25 structures with the same formula, charge and spin is 36.1 kJ/mol. Its charge is +2. The value obtained for the LUMO energy (spin up / spin down) is -5.400 / -4.749 eV.

```
98
C29H54N3O9P2V, DFT wB97M-V/def2-TZVPD
V -0.50 0.27 -1.13
C -0.24 3.34 -0.10
O -1.10 2.21 -0.19
C -2.47 2.61 -0.37
C -3.27 1.36 -0.70
O -2.63 0.66 -1.75
C -3.14 0.94 -3.06
C -2.61 2.21 -3.70
O -1.25 2.36 -3.38
C -0.64 3.36 -4.17
H -0.50 3.94 0.78
H -0.33 3.95 -1.00
H 0.77 2.96 0.01
H -2.51 3.35 -1.17
H -2.84 3.08 0.56
H -4.30 1.60 -0.97
H -3.28 0.67 0.16
H -4.23 0.99 -2.99
H -2.88 0.05 -3.65
H -3.17 3.11 -3.38
H -2.75 2.12 -4.79
H -0.64 3.08 -5.23
H 0.39 3.47 -3.82
H -1.16 4.32 -4.06
C 4.21 -0.80 3.69
C 2.72 -0.61 3.72
C 2.00 -1.67 4.52
O 2.24 -0.71 2.32
P 1.35 0.35 1.62
O 1.13 -0.08 0.20
C -0.25 0.50 2.46
P -1.37 -0.76 1.81
O -1.44 -0.72 0.31
O -2.82 -0.56 2.35
C -3.18 -0.66 3.78
C -3.34 0.74 4.31
C -4.45 -1.49 3.83
O -0.71 -2.04 2.40
C -0.94 -3.42 1.90
C -1.36 -4.25 3.08
C 0.35 -3.86 1.26
O 1.98 1.78 1.81
C 3.39 2.04 1.46
C 3.95 2.89 2.58
C 3.47 2.70 0.10
H 4.60 -0.77 4.70
H 4.71 -0.03 3.11
H 4.46 -1.77 3.26
H 2.46 0.39 4.08
H 2.32 -2.67 4.22
H 0.92 -1.62 4.40
H 2.23 -1.55 5.58
H -0.65 1.50 2.28
H -0.12 0.34 3.53
H -2.36 -1.18 4.27
H -4.16 1.25 3.81
H -2.44 1.33 4.18
H -3.56 0.69 5.37
H -5.26 -0.99 3.31
H -4.75 -1.62 4.87
H -4.30 -2.47 3.40
H -1.76 -3.35 1.17
H -0.57 -4.26 3.83
H -1.54 -5.27 2.76
H -2.27 -3.88 3.54
H 1.13 -3.94 2.01
H 0.67 -3.15 0.49
H 0.21 -4.83 0.80
H 3.89 1.06 1.43
H 3.41 3.83 2.64
H 5.00 3.11 2.38
H 3.88 2.39 3.54
H 3.04 3.70 0.14
H 2.95 2.10 -0.65
H 4.51 2.78 -0.19
C 3.75 1.83 -4.12
N 2.88 0.69 -3.87
C 3.09 -0.53 -4.65
C 1.91 0.75 -3.03
N 1.01 0.76 -2.29
H 4.78 1.55 -3.92
H 3.46 2.65 -3.46
H 3.64 2.15 -5.16
H 4.11 -0.88 -4.49
H 2.93 -0.32 -5.71
H 2.38 -1.29 -4.32
N -1.60 -5.38 -5.88
C -1.41 -4.52 -5.15
C -1.16 -3.44 -4.25
C -1.28 -3.64 -2.88
C -1.04 -2.58 -2.01
C -0.67 -1.32 -2.46
C -0.56 -1.15 -3.84
C -0.81 -2.19 -4.73
H -1.56 -4.61 -2.50
H -1.16 -2.77 -0.95
H -0.30 -0.19 -4.26
H -0.72 -2.03 -5.80
```